Arrangement P

# C4H3N3

An isolated molecule of C4H3N3 (ωB97M-V with the def2-TZVPD basis set, OMol25).

Structure (XYZ):
```
10
C4H3N3, DFT ωB97M-V with the def2-TZVPD basis set
C 0.2924 -0.8555 0.0090
C 1.3991 0.0823 -0.0058
C -0.9594 -0.4500 -0.1484
C -1.7406 0.8094 -0.0399
N -2.2511 -0.8143 -0.2448
N -2.8005 0.2863 0.4398
N 1.1838 1.3129 -0.1753
H 0.4888 -1.8951 0.2222
H 2.3834 -0.3850 0.1331
H 2.0041 1.9089 -0.1899
```

Computed properties:
Multiplicity: 1

Arrangement Q

# C4H3N3

An isolated molecule of C4H3N3 (ωB97M-V with the def2-TZVPD basis set, OMol25).

Structure (XYZ):
```
10
C4H3N3, DFT ωB97M-V with the def2-TZVPD basis set
C -2.0675 -0.0432 1.8356
C -1.1659 -0.1157 1.0377
C -0.1098 -0.2050 0.0881
C 0.4370 -1.3244 -0.5625
N 1.3691 -0.6643 -1.3177
N 1.4667 0.6574 -1.2236
N 0.5423 0.9189 -0.3475
H -2.8725 -0.0036 2.5348
H 2.0086 -1.1025 -1.9659
H 0.3919 1.8824 -0.0790
```

Computed properties:
Multiplicity: 1

Pick arrangement Q: it beats the second-best structure by 0.0827 hartree.

Arrangement P

# C4H10N

The ion C4H10N with charge +1 (ωB97M-V with the def2-TZVPD basis set, OMol25).

Structure (XYZ):
```
15
C4H10N, DFT ωB97M-V with the def2-TZVPD basis set
C -0.6181 0.3071 -2.1152
C -0.8005 1.0646 -0.7900
C -0.0049 0.6059 0.3788
C 0.2338 -0.6664 0.6250
N 1.0482 -1.0964 1.8065
H -0.9173 -0.7388 -2.0358
H 0.4157 0.2400 -2.4540
H -1.2825 0.6944 -2.8826
H -1.8588 0.9665 -0.5019
H -0.7825 2.1132 -1.0899
H 0.3935 1.4237 0.9738
H -0.0382 -1.4794 -0.0231
H 0.5465 -1.8747 2.2089
H 1.8606 -1.5597 1.4008
H 1.4215 -0.3762 2.4331
```

Computed properties:
Multiplicity: 1
Total charge: +1

Arrangement Q

# C4H10N

The ion C4H10N with charge +1 (ωB97M-V with the def2-TZVPD basis set, OMol25).

Structure (XYZ):
```
15
C4H10N, DFT ωB97M-V with the def2-TZVPD basis set
C 0.7443 0.7394 0.5395
N -0.6782 0.9984 0.3756
C -1.1007 0.2216 -0.8128
C -0.2322 -1.1586 -0.5998
C 0.9265 -0.7979 0.3803
H 1.4262 1.2563 -0.2329
H 1.1401 1.0887 1.4967
H -0.6299 2.0697 0.3584
H -0.8288 0.6130 1.2868
H -0.7040 0.9088 -1.6832
H -2.2010 -0.0203 -0.8698
H -0.8461 -2.0021 -0.1798
H 0.0817 -1.5590 -1.5993
H 1.9597 -0.9752 0.2035
H 0.9423 -1.3829 1.3367
```

Computed properties:
Multiplicity: 1
Total charge: +1

Arrangement R

# C4H10N

A cluster of 2 separate species, C4H10N in total (ωB97M-V with the def2-TZVPD basis set, OMol25).

Structure (XYZ):
```
15
C4H10N, DFT ωB97M-V with the def2-TZVPD basis set
C 1.7632 -0.5739 1.4150
C 2.2227 0.1966 0.1320
C 1.1674 0.2327 -0.8954
C -0.0858 -0.1370 -0.7121
N -4.0489 0.2918 -0.7728
H 1.6078 -0.0110 2.3346
H 0.7984 -0.9388 1.0184
H 2.3362 -1.3883 1.8492
H 2.4440 1.2310 0.4501
H 3.0685 -0.3297 -0.3085
H 1.4580 0.4346 -1.9354
H -0.8922 0.6083 -0.8198
H -3.5400 0.9231 -0.1793
H -3.4967 -0.3723 -1.2883
H -4.8026 -0.1673 -0.2876
```

Computed properties:
Multiplicity: 1
Total charge: +1

Arrangement S

# C4H10N

A cluster of 2 separate species, C4H10N in total (ωB97M-V with the def2-TZVPD basis set, OMol25).

Structure (XYZ):
```
15
C4H10N, DFT ωB97M-V with the def2-TZVPD basis set
C -0.7097 0.2088 1.2033
C -0.3481 -0.6917 0.0505
C 0.4066 0.4687 0.3409
C 0.2159 -2.0847 -0.1032
N 0.3881 2.1187 -0.9712
H -1.7673 0.3689 1.1573
H -0.4218 0.0886 2.2996
H -1.1497 -0.6334 -0.7280
H 1.4684 0.5466 0.7560
H 0.7396 -2.4733 0.6613
H 0.7348 -2.1043 -1.0176
H -0.6214 -2.6006 -0.4563
H -0.1177 1.7392 -1.6956
H 1.2922 2.3298 -1.1611
H -0.1098 2.7187 -0.3359
```

Computed properties:
Multiplicity: 1
Total charge: +1

Pick arrangement P: it beats the second-best structure by 0.0097 hartree.

Arrangement P

# C4H10N

A structure of composition C4H10N (ωB97M-V with the def2-TZVPD basis set, OMol25).

Structure (XYZ):
```
15
C4H10N, DFT ωB97M-V with the def2-TZVPD basis set
C 0.8903 1.2154 0.5134
C -0.3718 0.8050 -0.2831
C 0.0794 -0.0340 -1.4380
C 0.1878 -1.3609 -1.3734
N -0.9813 -0.7313 1.5836
H 1.5217 0.3585 0.7171
H 0.7010 1.7077 1.4781
H -0.9511 1.6818 -0.5715
H -0.7740 -0.0051 0.6484
H 0.3696 0.5307 -2.3442
H 0.5301 -1.9482 -2.2495
H -0.0510 -1.8460 -0.4118
H -0.5820 -1.5670 2.0327
H 1.4126 1.9953 -0.0707
H -1.9813 -0.8019 1.7689
```

Computed properties:
Multiplicity: 1
Total charge: +1

Arrangement Q

# C4H10N

A cluster of 2 separate species, C4H10N in total (ωB97M-V with the def2-TZVPD basis set, OMol25).

Structure (XYZ):
```
15
C4H10N, DFT ωB97M-V with the def2-TZVPD basis set
C -0.1120 1.0686 0.5021
C 0.2494 -0.3167 0.5881
C -0.7131 0.0784 -0.4859
C 2.5973 -0.3859 -0.1824
N -2.1122 -0.3316 -0.2517
H -0.9015 1.5724 1.2086
H 0.6421 1.7104 0.2266
H -0.0576 -1.0018 1.3588
H -0.5980 0.0299 -1.5323
H 2.8731 -1.1462 -0.9854
H 3.0430 -0.4902 0.7725
H 2.4356 0.5377 -0.6135
H -2.2685 -0.6630 0.6602
H -2.3931 -1.1659 -0.8778
H -2.6845 0.5037 -0.3878
```

Computed properties:
Multiplicity: 1
Total charge: +1

Arrangement R

# C4H10N

A cluster of 2 separate species, C4H10N in total (ωB97M-V with the def2-TZVPD basis set, OMol25).

Structure (XYZ):
```
15
C4H10N, DFT ωB97M-V with the def2-TZVPD basis set
C 2.5355 0.5748 -0.5729
C 1.7933 0.4331 0.5216
H 2.8424 1.4882 -1.0609
H 2.9372 -0.3231 -1.0435
H 1.7017 1.2450 1.2372
H 1.5804 -0.5499 0.9318
C -2.1508 -0.2059 0.9239
C -0.6747 -0.7006 -0.9654
N -1.5023 0.0856 -0.3805
H -2.2014 0.7101 1.4944
H -3.0129 -0.8223 0.6904
H -1.5401 -0.9545 1.4514
H -0.0085 -1.3216 -0.3760
H -0.6642 -0.6598 -2.0528
H -1.6357 1.0007 -0.7986
```

Computed properties:
Multiplicity: 1
Total charge: +1

Arrangement S

# C4H10N

The ion C4H10N with charge +1 (ωB97M-V with the def2-TZVPD basis set, OMol25).

Structure (XYZ):
```
15
C4H10N, DFT ωB97M-V with the def2-TZVPD basis set
C 0.9241 -0.1902 0.9339
N -0.1816 0.8682 0.8726
C -1.2001 0.4573 -0.2162
C -0.4424 -0.4414 -1.1403
C 0.9161 -0.7978 -0.4459
H 0.5617 -0.7768 1.7877
H 1.8655 0.2217 1.2841
H -0.4832 1.1325 1.7974
H 0.2191 1.7115 0.4534
H -2.0385 0.1189 0.3903
H -1.5631 1.3507 -0.7252
H -0.1462 -0.1043 -2.1350
H -1.1324 -1.2533 -1.4041
H 0.9627 -1.8870 -0.4139
H 1.7382 -0.4100 -1.0390
```

Computed properties:
Multiplicity: 1
Total charge: +1

Pick arrangement S: it beats the second-best structure by 0.0861 hartree.

Arrangement P

# CH6N2OP

A cluster of 2 separate species, CH6N2OP in total (ωB97M-V with the def2-TZVPD basis set, OMol25).

Structure (XYZ):
```
11
CH6N2OP, DFT ωB97M-V with the def2-TZVPD basis set
C 0.3995 0.0494 0.4424
N 0.4546 1.3937 0.1926
N 1.4104 -0.4159 1.2108
O -1.7259 -1.6022 -2.1610
P -1.9349 -1.4319 -0.6243
H 1.3469 1.7769 0.4318
H -0.1252 1.5584 -0.5963
H 1.8780 0.3163 1.7692
H 1.4940 -1.4270 1.3792
H -1.2671 -2.4290 -2.5033
H -2.1756 -0.1279 -0.8785
```

Computed properties:
Multiplicity: 1
Total charge: +1

Arrangement Q

# CH6N2OP

The ion CH6N2OP with charge +1 (ωB97M-V with the def2-TZVPD basis set, OMol25).

Structure (XYZ):
```
11
CH6N2OP, DFT ωB97M-V with the def2-TZVPD basis set
C 0.5911 -0.6010 0.5368
N -1.7717 0.0381 -0.8752
N 1.7104 -1.1785 0.3655
O -0.6749 1.6681 0.7026
P -0.2379 0.6865 -0.4309
H -1.8559 -0.8843 -1.3010
H -2.2392 0.1219 0.0263
H 2.4135 -1.2158 -0.3847
H 1.9693 -1.8729 1.1649
H -0.2774 1.7083 1.5511
H 0.3726 1.5298 -1.3553
```

Computed properties:
Multiplicity: 1
Total charge: +1

Pick arrangement Q: it beats the second-best structure by 0.0207 hartree.